Computed, not measured: C5H7N3O2S as an isolated structure at a distorted geometry, with ωB97M-V/def2-TZVPD.

Each line ends with the Mulliken spin population.
Geometry (Å):
C: -2.436 1.115 0.097  0.81
C: -2.023 0.068 -0.515  0.04
C: 2.647 -1.453 0.562  0.00
C: 1.690 -1.952 -0.434  0.00
C: -3.262 2.139 0.761  -0.06
N: 2.970 -0.258 0.600  0.00
N: 1.261 -0.750 -1.136  0.03
N: -1.468 -0.772 -1.285  1.05
O: 1.977 1.649 -0.815  0.00
O: 0.596 0.716 0.900  0.00
S: 1.591 0.493 -0.125  0.00
H: 3.216 -2.115 1.200  0.00
H: 2.123 -2.636 -1.182  0.00
H: 0.942 -2.431 0.115  0.00
H: -4.312 1.845 0.890  0.03
H: -2.738 2.272 1.748  0.04
H: -3.068 3.153 0.187  0.05
H: 0.292 -1.082 -1.567  0.00

Summary:
Energy relative to the best compared isomer or geometry (same formula, charge and spin) (kJ/mol): 0.0
Spin multiplicity: 3
Gap between HOMO and LUMO (spin up / spin down) (eV): 10.1 / 8.7
HOMO level (spin up / spin down) (hartree): -0.347 / -0.367
E_LUMO (spin up / spin down) (eV): 0.694 / -1.318